(1)
A gas-phase ion, C3H7N4S (charge +1). Source: the Open Molecules 2025 dataset; level of theory: ωB97M-V/def2-TZVPD.

Computed properties:
- Energy relative to the best compared isomer or geometry (same formula, charge and spin): 362.6 kJ/mol
- HOMO energy: -0.5138 Ha

The geometry in ORCA input format:
```
! RIJCOSX wB97M-V def2-TZVPD def2/J DEFGRID3
* xyz 1 1
C 0.0923 0.7554 -1.2621
C 1.1404 1.2669 -0.5890
C 0.4768 -0.5775 1.2535
N -0.4095 -0.7434 0.4468
N 1.4535 -1.1938 1.7766
N -2.0722 -0.0810 -1.1325
N -0.9074 0.2584 -0.4086
S 1.1064 1.4445 1.1605
H 0.0779 0.8471 -2.2872
H 2.1490 1.4342 -0.9991
H 1.8380 -2.0597 1.3500
H 1.9539 -0.8610 2.5780
H -2.3110 -1.0022 -1.0981
H -2.8652 0.2985 -0.4787
H -0.1961 1.6970 0.8457
*
```

---

(2)
C2H3NS2 in the gas phase. Source: the Open Molecules 2025 dataset; level of theory: ωB97M-V/def2-TZVPD.

Computed properties:
- Energy relative to the best compared isomer or geometry (same formula, charge and spin): 339.2 kJ/mol
- HOMO energy (alpha / beta): -0.2931 / -0.2944 Ha

The geometry in ORCA input format:
```
! RIJCOSX wB97M-V def2-TZVPD def2/J DEFGRID3
* xyz 0 1
C 0.9694 -0.5256 0.3378
C 0.1960 0.7284 -0.1866
N 2.2039 -0.6890 0.2713
S 0.9782 2.2855 0.0991
S 3.6579 -0.3419 -0.1309
H 0.3873 -1.3170 0.4978
H 0.0647 0.3657 -1.1841
H -0.7506 0.8681 0.3568
*
```

---

(3)
C13H12O3 in the gas phase. Source: the Open Molecules 2025 dataset; level of theory: ωB97M-V/def2-TZVPD.

Computed properties:
- Energy relative to the best compared isomer or geometry (same formula, charge and spin): 83.2 kJ/mol
- HOMO energy: -0.3634 Ha

The geometry in ORCA input format:
```
! RIJCOSX wB97M-V def2-TZVPD def2/J DEFGRID3
* xyz 0 1
O -1.9640 2.5717 1.2319
C -1.3965 1.6137 0.7582
C -0.4561 0.7746 1.5478
C -0.2721 -0.5165 1.2498
C 0.6638 -1.4449 1.9562
C 2.0224 -1.5038 1.2207
C 2.9370 -0.3636 1.6194
O 4.1234 -0.3311 0.8332
C -1.0658 -1.0999 0.1120
O -1.3856 -2.2665 0.0977
C -1.4234 -0.1534 -0.9819
C -1.5839 -0.5907 -2.2897
C -1.8834 0.3340 -3.2786
C -2.0504 1.6769 -2.9604
C -1.9168 2.1106 -1.6487
C -1.5876 1.1939 -0.6620
H 0.0309 1.2445 2.3946
H 0.8219 -1.1019 2.9803
H 0.2271 -2.4414 1.9766
H 1.8418 -1.4387 0.1420
H 2.5015 -2.4670 1.3912
H 3.2623 -0.4788 2.6546
H 2.4018 0.5877 1.5390
H 3.9619 0.1934 0.0454
H -1.4677 -1.6434 -2.5090
H -1.9906 0.0061 -4.3038
H -2.2895 2.3874 -3.7404
H -2.0621 3.1470 -1.3761
*
```

---

(4)
6 unconnected molecules or ions with the total composition C36H39F41O9. Source: the Open Molecules 2025 dataset; level of theory: ωB97M-V/def2-TZVPD.

Computed properties:
- HOMO energy: -0.3766 Ha

The geometry in ORCA input format:
```
! RIJCOSX wB97M-V def2-TZVPD def2/J DEFGRID3
* xyz 0 1
C -4.6335 -3.6032 -6.2240
C -5.2019 -3.1433 -4.8085
C -4.2397 -3.7406 -3.6229
C -5.5011 -1.5884 -4.5978
C -5.1155 -0.5941 -5.7738
O -5.7303 -0.7697 -6.8720
O -4.2867 0.5545 -5.7339
C -2.9431 0.3629 -5.2799
C -2.7783 0.1094 -3.6822
C -1.3593 0.5266 -3.1011
O -0.3333 -0.1588 -3.2066
F -1.3164 1.7796 -2.3563
C -2.0634 -0.7477 -6.0258
C -2.0652 -0.6832 -7.6249
C -1.8681 0.8216 -8.2207
O -3.1735 -1.3555 -8.2680
H -5.3403 -3.3037 -7.0730
H -4.5835 -4.7615 -6.2046
H -3.5821 -3.2521 -6.4847
H -6.2007 -3.7080 -4.6619
H -3.4768 -4.4212 -4.1284
H -3.7940 -2.9284 -2.9584
H -4.8825 -4.4327 -2.9521
H -6.6466 -1.4777 -4.4618
H -5.0754 -1.2993 -3.5601
H -2.3925 1.3665 -5.4633
H -2.9207 -1.0203 -3.4928
H -3.6581 0.6223 -3.1337
H -2.3334 -1.7619 -5.5764
H -0.9665 -0.5526 -5.7038
H -1.1130 -1.2479 -7.9699
H -2.2709 0.7926 -9.3032
H -0.7453 1.0281 -8.2809
H -2.4445 1.6155 -7.6414
H -3.7847 -0.6174 -8.5253
F -1.8383 0.3118 2.1085
C -0.7619 0.6782 1.3865
F 0.0803 -0.3881 1.3947
C -0.0645 1.9116 1.9604
F 0.4309 1.6642 3.1982
F 1.0174 2.1806 1.1714
C -0.9133 3.2000 2.0075
O -1.5286 3.5256 3.2617
C -2.7776 2.9270 3.5436
F -3.2480 2.3173 2.4392
F -3.6291 3.9480 3.7961
C -2.7233 1.9996 4.7626
F -1.8331 0.9978 4.5861
F -3.9280 1.4172 4.9781
H -1.0751 0.8458 0.3528
H -0.2172 4.0261 1.8349
H -1.6232 3.2613 1.1786
H -2.4372 2.5509 5.6612
F 0.9778 -5.8302 1.5666
C 1.2690 -4.7196 0.8630
F 2.0001 -5.1282 -0.2059
C 2.0543 -3.6944 1.6817
F 3.2635 -4.1825 2.0471
F 2.3126 -2.6269 0.8681
C 1.3382 -3.1381 2.9311
O 1.6847 -3.7326 4.1903
C 0.9983 -4.9114 4.5594
F -0.0295 -5.1210 3.7158
F 0.4422 -4.6536 5.7666
C 1.9307 -6.1218 4.6796
F 2.5637 -6.3796 3.5145
F 1.2311 -7.2385 4.9987
H 0.3369 -4.2922 0.4842
H 1.6667 -2.0995 3.0316
H 0.2557 -3.0707 2.7962
H 2.6903 -5.9557 5.4468
F -8.2630 -6.9001 -3.5417
C -8.4491 -5.6156 -3.1883
F -7.5845 -4.8848 -3.9423
C -8.1896 -5.3723 -1.7013
F -6.8969 -5.6208 -1.3827
F -8.3844 -4.0400 -1.4613
C -9.1050 -6.1390 -0.7228
O -8.5775 -7.3427 -0.1495
C -8.7164 -8.5317 -0.9018
F -9.5370 -8.3138 -1.9464
F -9.3635 -9.4057 -0.0965
C -7.3661 -9.1276 -1.3149
F -6.6503 -8.2628 -2.0672
F -7.5417 -10.2432 -2.0638
H -9.4640 -5.3209 -3.4669
H -9.2460 -5.4788 0.1380
H -10.1113 -6.2868 -1.1231
H -6.7684 -9.3871 -0.4382
F 5.0655 5.1277 5.5771
C 5.5519 5.7553 4.4892
F 5.1644 7.0550 4.5954
C 5.0341 5.1503 3.1842
F 3.6912 5.2910 3.0770
F 5.5699 5.8735 2.1522
C 5.4057 3.6733 2.9324
O 4.4105 2.6911 3.2493
C 4.3485 2.2419 4.5884
F 5.4202 2.6926 5.2670
F 4.4811 0.8959 4.5343
C 3.0195 2.5935 5.2652
F 2.8084 3.9285 5.2832
F 3.0106 2.1810 6.5569
H 6.6419 5.7308 4.5311
H 5.5351 3.5753 1.8504
H 6.3815 3.4124 3.3504
H 2.1806 2.1262 4.7452
F 10.6147 8.7098 4.2091
C 9.5899 7.8723 4.4506
F 9.8978 7.2158 5.5986
C 9.3674 6.8741 3.3136
F 10.4340 6.0560 3.1607
F 8.3219 6.0634 3.6727
C 9.0033 7.4895 1.9452
O 10.0683 7.6363 0.9965
C 10.8605 8.8037 1.0896
F 10.2927 9.6693 1.9498
F 10.7963 9.3925 -0.1272
C 12.3235 8.4965 1.4272
F 12.4356 7.8454 2.6058
F 13.0407 9.6404 1.5437
H 8.6908 8.4654 4.6375
H 8.3223 6.7792 1.4667
H 8.4177 8.4071 2.0438
H 12.7815 7.8756 0.6537
*
```

---

(5)
A molecular structure, C2H12MgO5. Source: the Open Molecules 2025 dataset; level of theory: ωB97M-V/def2-TZVPD.

Computed properties:
- Energy relative to the best compared isomer or geometry (same formula, charge and spin): 0.0 kJ/mol
- HOMO energy: -0.2631 Ha

The geometry in ORCA input format:
```
! RIJCOSX wB97M-V def2-TZVPD def2/J DEFGRID3
* xyz 0 1
Mg -0.0959 -0.0958 0.6044
C -0.0454 -1.7401 -1.9900
O -0.7151 -1.0910 -0.9316
H -0.0343 -1.2029 -2.9384
H 0.9969 -1.9089 -1.7197
H -0.4031 -2.7052 -2.3488
C 0.3383 2.5430 -0.7879
O 0.5631 1.8018 0.4179
H 0.1083 1.8767 -1.6193
H -0.6100 3.0799 -0.8084
H 1.1272 3.2398 -1.0713
O -0.1802 -0.9027 2.5260
H -0.2785 -1.7867 2.8796
H 0.0362 -0.3628 3.2862
O 1.7445 -0.8002 0.6020
H 2.1839 -1.1150 -0.1879
H 2.4475 -0.7003 1.2440
O -2.0338 0.4750 0.9681
H -2.5306 0.7020 0.1820
H -2.6191 0.6935 1.6933
*
```

---

(6)
22 unconnected molecules or ions with the total composition C9H60NO22. Source: the Open Molecules 2025 dataset; level of theory: ωB97M-V/def2-TZVPD.

Computed properties:
- Energy relative to the best compared isomer or geometry (same formula, charge and spin): 112.3 kJ/mol
- HOMO energy: -0.1462 Ha

The geometry in ORCA input format:
```
! RIJCOSX wB97M-V def2-TZVPD def2/J DEFGRID3
* xyz -1 1
C -1.4368 0.3545 -2.1386
C -0.7616 0.8308 -0.7925
C -1.7226 1.7477 -0.1696
C -1.5790 1.9919 1.3330
C -1.5293 0.5771 2.0988
C -0.3345 -0.2666 1.5990
N -0.5076 -0.3705 0.0945
O 0.3409 -1.3891 -0.4781
C -0.4208 -1.6045 2.3144
C 0.9505 0.4000 2.1586
C 0.5264 1.5373 -1.2716
H -0.7183 -0.2494 -2.6928
H -1.5738 1.1938 -2.8205
H -2.2637 -0.3259 -1.9352
H -2.7715 1.5070 -0.3424
H -1.5052 2.7434 -0.5561
H -2.4762 2.5043 1.6802
H -0.6680 2.5658 1.5031
H -2.4930 0.1068 1.9036
H -1.4102 0.8054 3.1580
H -1.1858 -2.1493 1.7612
H -0.7798 -1.5112 3.3394
H 0.5436 -2.0998 2.2016
H 0.7117 0.6528 3.1917
H 1.1174 1.3459 1.6433
H 1.8440 -0.2209 2.0940
H 1.0491 2.0864 -0.4885
H 0.4878 2.2200 -2.1205
H 1.1931 0.7111 -1.5186
O 3.1420 -0.4077 -0.2286
H 3.1591 -1.3507 -0.0653
H 2.2151 -0.1729 -0.1828
O 2.1618 -2.1036 -2.4371
H 1.5210 -1.8642 -1.7675
H 2.0160 -1.4753 -3.1443
O 4.7272 0.3996 1.7299
H 4.3171 0.1120 0.9142
H 4.2462 1.1903 1.9745
O 1.1776 -0.4485 6.0067
H 1.6851 -0.9966 5.4081
H 1.6219 -0.5385 6.8497
O -0.4431 -4.2396 -0.9613
H -1.3012 -4.3114 -0.5433
H -0.2638 -3.2996 -0.9816
O 1.9143 -0.2805 -4.4966
H 2.1227 -0.3317 -5.4295
H 1.2219 0.3780 -4.4411
O -3.2796 -0.4608 -4.7502
H -4.2186 -0.4532 -4.5648
H -2.8722 -0.6938 -3.9160
O -0.4595 -2.7712 -4.5199
H -0.1946 -1.9550 -4.0956
H -0.1697 -2.6752 -5.4271
O 0.3953 2.1464 6.1102
H 0.4999 1.1979 6.0350
H -0.4705 2.3223 5.7416
O -3.2683 3.3467 -3.1002
H -3.6303 2.5554 -2.7015
H -3.9930 3.7132 -3.6069
O 0.2538 -5.1698 2.3247
H 1.1572 -5.4412 2.1625
H 0.1705 -4.3303 1.8725
O 0.7149 2.1874 -4.3863
H 0.2467 2.6275 -3.6769
H 1.3811 2.8173 -4.6613
O 2.5325 -2.9568 0.9557
H 2.3743 -3.8865 1.1196
H 1.6982 -2.6265 0.6224
O -0.2798 -3.4095 5.7680
H -0.8454 -3.5125 5.0028
H 0.5340 -3.0470 5.4179
O 4.1396 0.1670 -2.8557
H 4.0610 -0.2720 -2.0087
H 3.2642 0.1086 -3.2384
O 2.6499 5.0812 0.4287
H 3.5800 5.0927 0.2026
H 2.2704 4.4199 -0.1500
O -0.8994 4.5556 -3.1383
H -1.4053 5.3623 -3.0405
H -1.5501 3.8559 -3.0820
O -2.1257 -3.9335 3.6325
H -1.7034 -4.5834 3.0707
H -2.8433 -3.5876 3.1018
O -4.5240 1.0680 -2.2776
H -5.2715 1.3695 -1.7612
H -4.9124 0.5475 -2.9808
O -3.8898 -1.3180 0.0550
H -3.3485 -2.0957 0.1907
H -3.3087 -0.6940 -0.3799
O 3.5763 2.9722 2.4466
H 3.0614 3.5438 1.8770
H 3.0347 2.8613 3.2280
*
```

---

| no. | E (hartree) |
| --- | --- |
| 1 | -735.31365 |
| 2 | -928.98812 |
| 3 | -728.28694 |
| 4 | -6166.73225 |
| 5 | -659.72847 |
| 6 | -2088.93201 |